1.
The following is a quantum chemistry calculation of C12H19F4N4Ti as an isolated structure in a non-equilibrium geometry, from OMol25.

Properties
**Net charge**: +2
**HOMO level (alpha / beta)**: -15.292 / -15.322 eV
**Multiplicity**: 2

The geometry in XYZ format:
```
40
Properties=species:S:1:pos:R:3:lowdin_charge:R:1
Ti 0.54542 0.27880 -0.65820 1.134
C -2.93622 -1.06778 -2.43598 -0.028
C -1.50285 -0.77607 -2.01037 -0.224
N -1.33968 -0.20838 -0.64865 -0.322
C -2.00082 1.13007 -0.46412 -0.212
C -3.33447 1.13823 0.27363 -0.038
C -1.57675 -1.16800 0.46837 -0.114
C -0.78854 -0.65535 1.68523 -0.125
N 0.46960 -0.18886 1.10235 -0.123
C 1.72447 -0.39531 1.65230 -0.154
C 2.71715 -0.73943 0.73146 -0.087
F 2.20668 -0.96910 -0.56827 -0.027
C 4.04710 -0.88458 1.05690 -0.207
F 4.93166 -1.18702 0.12011 0.145
C 4.41647 -0.71886 2.37830 0.126
C 3.45009 -0.41419 3.32591 -0.182
F 3.79918 -0.25935 4.58408 0.167
C 2.11567 -0.24033 2.97617 -0.131
F 1.20096 0.10802 3.87270 0.148
H -2.93239 -1.47532 -3.44575 0.101
H -3.39942 -1.80438 -1.78074 0.097
H -3.54602 -0.16526 -2.44643 0.086
H -0.91913 -1.70072 -2.05566 0.134
H -1.06819 -0.05079 -2.71785 0.118
H -1.29746 1.76519 0.09790 0.112
H -2.14583 1.56169 -1.45298 0.124
H -3.24302 0.81156 1.30631 0.081
H -3.71359 2.15947 0.28592 0.104
H -4.07815 0.52412 -0.23249 0.090
H -2.63730 -1.29858 0.67795 0.135
H -1.15611 -2.12749 0.16663 0.143
H -1.30495 0.15163 2.20627 0.125
H -0.62546 -1.46023 2.40148 0.148
H 5.45019 -0.82759 2.67881 0.162
N 0.71283 2.13409 -1.92739 -0.008
N 1.79400 1.18525 -2.07277 -0.054
H 0.44472 2.54866 -2.81569 0.137
H 1.02108 2.90879 -1.34586 0.131
H 2.71876 1.59579 -1.96187 0.146
H 1.78030 0.78162 -3.00770 0.142
```

=====

2.
The following is a quantum chemistry calculation of a 14-piece molecular cluster, C28H84O14 overall in a non-equilibrium geometry, from OMol25.

Properties
**Net charge**: -1
**HOMO level (alpha / beta)**: 0.251 / -6.818 eV
**Multiplicity**: 2

The geometry in XYZ format:
```
126
Properties=species:S:1:pos:R:3:lowdin_charge:R:1
C 0.72364 8.52121 -16.83279 -0.088
C -0.07497 7.77143 -17.85205 -0.318
O -1.33798 7.40195 -17.33052 -0.088
H 1.78657 8.59535 -17.06252 0.077
H 0.65604 8.11177 -15.82488 0.071
H 0.42160 9.56017 -16.70074 0.060
H 0.39616 6.81123 -18.06219 0.102
H -0.19798 8.23109 -18.83270 0.106
H -1.98304 7.38627 -18.04133 0.086
C 3.00472 6.80296 -12.98188 -0.079
C 3.29952 7.74966 -14.10233 -0.340
O 3.50199 8.95187 -13.54266 -0.072
H 1.99837 6.89872 -12.57422 0.063
H 3.57374 6.87950 -12.05535 0.081
H 2.95757 5.78923 -13.37967 0.083
H 2.51743 7.64456 -14.85426 0.105
H 4.22977 7.37600 -14.53026 0.112
H 2.66620 9.15993 -13.11868 0.081
C 2.66895 15.16906 -20.02756 -0.119
C 2.78261 14.63579 -21.46284 -0.356
O 2.09986 15.62454 -22.23496 -0.179
H 3.45194 15.91327 -19.88203 0.064
H 2.98535 14.35126 -19.38010 0.047
H 1.66083 15.50614 -19.78637 0.046
H 2.39313 13.62039 -21.53616 0.084
H 3.85069 14.69152 -21.67308 0.092
H 1.17132 15.38548 -22.28242 0.006
C 4.04660 11.82999 -10.36692 -0.085
C 3.15696 12.79981 -11.06821 -0.395
O 3.37218 14.07277 -10.70339 -0.049
H 3.64356 10.83602 -10.56102 0.068
H 4.05577 11.93464 -9.28199 0.069
H 5.11200 11.99956 -10.52271 0.075
H 2.10184 12.67524 -10.82470 0.116
H 3.29851 12.62662 -12.13502 0.098
H 4.01460 14.51966 -11.25943 0.058
C 6.32705 14.49957 -14.63095 -0.086
C 5.47876 14.07554 -13.49919 -0.300
O 4.67233 15.20696 -13.11625 -0.102
H 7.01306 13.72522 -14.97428 0.068
H 6.90561 15.37306 -14.33031 0.079
H 5.84165 14.84567 -15.54348 0.075
H 6.03652 13.77522 -12.61217 0.118
H 4.81492 13.24320 -13.73290 0.081
H 4.03343 15.41653 -13.80144 0.032
C 0.24215 12.02930 -19.88583 -0.129
C -0.85611 12.95129 -19.56474 -0.424
O -0.27887 14.08729 -19.01326 -0.192
H -0.10304 10.99557 -19.86687 0.061
H 1.14719 12.33560 -19.36125 0.054
H 0.35744 12.16920 -20.96065 0.044
H -1.54257 12.62476 -18.78355 0.100
H -1.34417 13.18214 -20.51163 0.059
H -0.09687 14.58546 -19.81345 0.031
C 6.96413 7.54504 -12.93409 -0.069
C 6.46930 8.82651 -12.19099 -0.258
O 5.98267 9.79990 -13.12120 -0.107
H 7.77418 7.07226 -12.37876 0.072
H 7.24109 7.76293 -13.96555 0.061
H 6.05100 6.96336 -13.06032 0.048
H 7.39428 9.16761 -11.72607 0.107
H 5.72677 8.46372 -11.48026 0.103
H 5.11057 9.57043 -13.45041 0.035
C -1.40136 9.23662 -11.87681 -0.075
C 0.09666 9.48014 -11.96924 -0.319
O 0.59934 9.75470 -13.25460 -0.077
H -1.81972 8.69405 -12.72458 0.077
H -1.94855 10.17643 -11.80299 0.072
H -1.45317 8.71192 -10.92281 0.074
H 0.60254 8.56729 -11.65479 0.092
H 0.35482 10.18495 -11.17886 0.106
H -0.02378 10.24660 -13.79438 0.034
C 6.52048 9.07017 -16.71470 -0.079
C 6.56192 10.53743 -16.45190 -0.345
O 7.24083 10.91152 -15.27031 -0.071
H 5.80412 8.78683 -17.48584 0.064
H 6.09457 8.61129 -15.82244 0.047
H 7.49401 8.63049 -16.93155 0.082
H 5.55896 10.96411 -16.46308 0.089
H 6.94170 11.04192 -17.34036 0.106
H 6.67717 10.61533 -14.55186 0.022
C -3.17100 15.86928 -17.78370 -0.109
C -2.01254 16.24272 -16.79738 -0.297
O -1.21883 15.06724 -16.63317 -0.128
H -3.72519 15.07525 -17.28323 0.065
H -2.79243 15.44441 -18.71337 0.049
H -3.76504 16.74111 -18.05777 0.061
H -2.42198 16.48587 -15.81690 0.104
H -1.47938 17.07336 -17.25986 0.088
H -1.08436 14.64905 -17.48677 0.016
C -1.29919 11.83031 -15.01077 -0.059
C -2.18135 10.99540 -15.97441 -0.245
O -2.11139 9.67925 -15.40438 -0.117
H -1.39006 12.90911 -15.13735 0.066
H -0.26312 11.54461 -15.19258 0.039
H -1.44143 11.56593 -13.96293 0.065
H -1.89453 10.86796 -17.01824 0.101
H -3.21063 11.34941 -15.91639 0.104
H -1.50752 9.06845 -15.83317 0.028
C 1.96217 12.93303 -16.71392 -0.041
C 2.39928 12.34358 -15.39045 -0.348
O 2.18757 11.01630 -15.55423 -0.084
H 2.65392 12.57880 -17.47819 0.043
H 2.09526 14.01322 -16.65416 0.067
H 0.94254 12.61729 -16.93473 0.074
H 1.82844 12.83139 -14.60034 0.109
H 3.44037 12.33295 -15.06777 0.101
H 2.73199 10.57642 -14.89718 0.059
C 4.23373 11.03087 -18.98513 -0.097
C 4.83423 10.81644 -20.36968 -0.288
O 4.92254 12.08334 -21.05540 -0.088
H 3.22887 11.42765 -19.12971 0.051
H 4.80746 11.82228 -18.50284 0.069
H 4.14130 10.12830 -18.38103 0.067
H 4.30602 10.02879 -20.90698 0.112
H 5.86305 10.51327 -20.17548 0.096
H 5.26635 12.73394 -20.43886 0.069
C 1.47370 17.25043 -16.53855 -0.067
C 2.76039 16.85541 -15.74444 -0.281
O 2.55530 15.80750 -14.82562 -0.099
H 0.88402 16.34574 -16.68655 0.048
H 1.76763 17.56230 -17.54077 0.067
H 0.80577 18.01873 -16.14908 0.067
H 3.21526 17.70580 -15.23647 0.107
H 3.48154 16.46257 -16.46118 0.106
H 1.80113 15.99639 -14.26246 0.109
```

=====

3.
The following is a quantum chemistry calculation of C20H32N2O2 in the gas phase, from OMol25.

Properties
**Net charge**: 0
**HOMO level**: -8.975 eV

The geometry in XYZ format:
```
56
Properties=species:S:1:pos:R:3:lowdin_charge:R:1
C 3.15332 1.33246 3.07051 -0.104
C 2.46471 0.28277 2.20907 -0.223
C 2.77819 0.50003 0.72484 -0.162
N 2.02630 -0.39331 -0.12930 -0.036
C 2.46186 -1.77830 -0.21217 -0.151
C 2.99532 -2.12211 -1.60526 -0.224
C 4.23189 -1.31157 -1.97296 -0.106
C 0.82631 -0.09495 -0.66284 -0.407
O 0.13297 -0.93178 -1.22288 0.056
C 0.37825 1.33421 -0.58760 -0.084
C 1.01194 2.32420 -1.32972 -0.025
C 0.56679 3.63248 -1.27073 -0.069
C -0.50675 3.96236 -0.45898 -0.069
C -1.16247 2.97683 0.25695 -0.028
C -0.74708 1.65258 0.17025 -0.085
C -1.38245 0.56651 0.98909 -0.405
O -0.76338 0.09803 1.93321 0.066
N -2.62128 0.15227 0.65172 -0.024
C -3.46205 0.82222 -0.31876 -0.163
C -3.98396 -0.07351 -1.44493 -0.227
C -2.87099 -0.50807 -2.38794 -0.091
C -3.24200 -0.85334 1.49960 -0.148
C -3.06286 -2.30260 1.03274 -0.219
C -1.60399 -2.73461 0.97712 -0.097
H 4.23325 1.29664 2.93552 0.070
H 2.80756 2.32942 2.80570 0.072
H 2.93266 1.16235 4.12085 0.070
H 2.79364 -0.71280 2.51320 0.108
H 1.38369 0.33218 2.34829 0.088
H 3.84461 0.33882 0.53774 0.126
H 2.53926 1.53193 0.46240 0.114
H 1.60675 -2.42382 0.00989 0.124
H 3.23555 -1.94208 0.53845 0.123
H 2.20299 -1.94007 -2.33186 0.103
H 3.23400 -3.18703 -1.62630 0.109
H 4.00312 -0.24833 -1.98704 0.062
H 5.03299 -1.48518 -1.25646 0.071
H 4.59004 -1.59501 -2.95984 0.068
H 1.85553 2.06375 -1.95318 0.123
H 1.06409 4.39762 -1.84823 0.105
H -0.83762 4.98798 -0.38939 0.104
H -1.99911 3.23346 0.89129 0.125
H -4.31876 1.25760 0.21603 0.126
H -2.89303 1.63435 -0.77176 0.110
H -4.73157 0.50008 -1.99937 0.108
H -4.48926 -0.94321 -1.02566 0.089
H -3.24649 -1.21927 -3.11970 0.072
H -2.47088 0.35244 -2.92079 0.078
H -2.05341 -0.96915 -1.84146 0.044
H -4.30889 -0.62105 1.57335 0.124
H -2.78779 -0.75684 2.49106 0.124
H -3.51338 -2.44650 0.05048 0.090
H -3.60495 -2.93298 1.74314 0.108
H -1.53670 -3.79817 0.75665 0.073
H -1.07469 -2.19074 0.19955 0.043
H -1.11175 -2.53919 1.92646 0.074
```

=====

4.
The following is a quantum chemistry calculation of C5H7N as an isolated structure, from OMol25.

Properties
**Net charge**: 0
**HOMO level**: -8.450 eV

The geometry in XYZ format:
```
13
Properties=species:S:1:pos:R:3:lowdin_charge:R:1
C -1.28305 0.68159 0.75597 0.055
C -0.95042 -0.46884 -0.06689 -0.298
C -0.19437 0.67648 -0.80882 -0.194
N 1.10656 -0.03844 -0.68715 -0.011
C 1.39808 -0.20222 0.74421 -0.114
C 0.44042 -1.11551 0.10219 -0.207
H -0.23372 1.57834 -0.12086 0.111
H -2.15807 1.14994 0.26048 0.049
H -1.70092 -1.02227 -0.63135 0.136
H -0.52228 0.94872 -1.81023 0.136
H 1.02712 0.53667 1.45052 0.099
H 2.40784 -0.56398 0.91372 0.109
H 0.66283 -2.16047 -0.10179 0.130
```